Molecular formula: C4H8O2
Method: DFT, ωB97M-V/def2-TZVPD

Calculated values
- ΔE to the lowest compared entry with this formula, charge and spin: 28.8 kJ/mol
- Charge: 0
- SMILES: CCOC(C)=O
- Molecular weight: 88.106 g mol⁻¹
- Gap between HOMO and LUMO: 11.3914 eV

Last column: Löwdin charge in e.
Atoms and positions in Å:
O: 0.95 -0.31 -1.64  0.09
O: 0.12 0.66 0.22  -0.02
C: 1.11 0.17 -0.55  -0.53
C: 2.45 0.29 0.13  0.02
C: -2.05 -0.38 0.53  -0.07
C: -1.21 0.57 -0.31  -0.22
H: 2.48 1.11 0.85  0.08
H: -1.62 1.58 -0.29  0.12
H: 2.66 -0.65 0.67  0.09
H: -2.34 0.06 1.49  0.07
H: -1.50 -1.31 0.72  0.08
H: -1.15 0.23 -1.34  0.11
H: -2.97 -0.64 -0.01  0.08
H: 3.23 0.41 -0.63  0.09

---

Molecular formula: C4H13O3S
Method: DFT, ωB97M-V/def2-TZVPD

Calculated values
- ΔE to the lowest compared entry with this formula, charge and spin: 467.0 kJ/mol
- Charge: 0
- Molecular weight: 141.212 g mol⁻¹
- Gap between HOMO and LUMO (alpha / beta): 6.3306 / 5.8181 eV
- 2S+1: 2

Last column: Löwdin charge in e.
Atoms and positions in Å:
S: 3.00 0.89 0.00  0.72
O: -0.44 -0.45 2.01  -0.19
O: -2.03 1.07 0.97  -0.26
O: -2.95 0.63 -1.47  -0.12
C: 0.42 -1.50 -0.09  -0.12
C: 0.57 -1.24 1.49  -0.32
C: 0.39 -0.13 -0.67  -0.18
C: 1.76 0.47 -1.26  -0.55
H: 0.65 -2.25 1.88  0.12
H: 1.08 -2.30 -0.42  0.13
H: 1.60 1.43 -1.79  0.08
H: 1.56 -0.76 1.60  0.07
H: -0.37 0.14 -1.41  0.12
H: -1.16 0.31 1.41  0.00
H: 2.25 -0.23 -1.94  0.07
H: 0.49 1.30 0.76  0.31
H: -2.63 0.58 -0.52  -0.02
H: -1.57 1.90 1.16  0.00
H: -0.63 -1.83 -0.18  0.13
H: 0.35 0.63 0.26  0.03
H: -2.37 1.33 -1.78  0.01

---

Molecular formula: C3H9N2O2
Method: DFT, ωB97M-V/def2-TZVPD

Calculated values
- ΔE to the lowest compared entry with this formula, charge and spin: 663.2 kJ/mol
- Charge: +1
- SMILES: CC(C)/[N+](O)=N/O
- Molecular weight: 105.117 g mol⁻¹
- Gap between HOMO and LUMO: 10.0576 eV

Last column: Löwdin charge in e.
Atoms and positions in Å:
O: 1.62 -2.59 -1.34  0.11
O: -0.79 -2.04 -0.92  0.15
N: 0.08 -1.29 -0.33  -0.13
N: 1.38 -1.44 -0.68  0.18
C: 0.56 0.45 1.29  -0.01
C: -0.50 -0.09 0.30  -0.27
C: -0.75 0.93 -0.83  -0.01
H: 2.57 -2.49 -1.52  0.16
H: 1.28 0.97 0.71  0.07
H: -1.64 -2.17 -0.46  0.18
H: -1.14 0.62 -1.68  0.03
H: 0.15 1.60 -1.09  0.14
H: 1.22 -0.39 1.68  0.11
H: -1.46 -0.36 0.63  0.14
H: 0.09 1.00 2.02  0.07
H: -1.38 1.67 -0.43  0.08

---

Molecular formula: C23H42N3O2S3
Method: DFT, ωB97M-V/def2-TZVPD

Calculated values
- Charge: +1
- Molecular weight: 488.809 g mol⁻¹
- Gap between HOMO and LUMO: 6.7258 eV

Last column: Löwdin charge in e.
Atoms and positions in Å:
S: 1.31 3.00 2.90  1.07
S: 5.81 0.04 1.16  0.78
S: 8.37 0.29 -0.64  0.68
O: -0.47 -4.16 -4.64  -0.14
O: -5.39 -3.99 2.35  -0.26
N: 5.81 -0.47 -1.70  -0.18
N: 4.57 -1.81 -3.49  -0.03
N: 0.21 3.66 -0.42  0.09
C: 6.71 -0.06 -0.53  -0.95
C: 1.80 -3.93 -5.26  -0.18
C: -3.55 -0.71 1.06  -0.19
C: -0.41 2.93 3.64  -0.35
C: 4.30 1.18 0.98  -0.49
C: 5.59 -1.82 -2.34  -0.06
C: 1.69 -3.74 -3.77  -0.19
C: 0.21 -3.45 -3.60  -0.21
C: -3.77 2.00 1.56  -0.21
C: -5.25 -2.51 2.23  -0.22
C: 0.23 4.56 0.61  -0.35
C: -1.42 1.81 3.01  -0.21
C: 1.68 1.53 1.78  -0.31
C: -5.33 -4.60 1.00  -0.12
C: 4.91 0.45 -2.49  -0.07
C: 4.07 -0.39 -3.65  -0.08
C: 3.22 1.03 2.20  -0.28
C: -4.14 0.48 2.06  -0.23
C: -3.66 -2.11 1.95  -0.17
C: -0.92 5.77 0.54  -0.08
C: 0.49 -4.62 -5.59  -0.21
C: -2.18 2.39 1.63  -0.20
C: 1.29 4.60 1.86  -0.26
H: 0.89 5.43 2.61  0.12
H: 3.61 1.72 3.08  0.11
H: -0.97 0.74 2.87  0.11
H: -5.17 -3.78 0.14  0.10
H: -5.97 -2.15 1.36  0.13
H: 1.00 0.59 1.96  0.11
H: -4.33 -5.25 0.98  0.10
H: 2.33 -2.94 -3.38  0.08
H: -0.30 2.67 4.80  0.13
H: -2.31 1.69 3.79  0.13
H: 0.00 -2.39 -3.73  0.11
H: -3.05 -3.00 1.49  0.11
H: -1.81 5.39 -0.14  0.10
H: -3.85 0.25 3.17  0.10
H: -4.48 2.78 2.11  0.12
H: -2.14 3.57 1.75  0.09
H: 3.72 0.91 -0.01  0.08
H: -3.20 -1.86 3.02  0.11
H: -5.33 0.39 1.99  0.13
H: 3.28 0.09 -4.37  0.10
H: 0.58 -5.71 -5.48  0.12
H: -4.08 2.07 0.41  0.12
H: -2.48 -0.49 0.65  0.10
H: -1.64 2.05 0.64  0.10
H: 6.11 -2.82 -2.03  0.13
H: 3.14 -0.05 2.65  0.12
H: -0.17 -3.77 -2.63  0.11
H: -6.23 -5.32 0.77  0.10
H: -4.36 -0.82 0.19  0.12
H: 2.68 -4.51 -5.57  0.12
H: -0.88 4.00 3.57  0.11
H: -0.57 3.87 -1.09  0.06
H: 4.67 2.30 0.92  0.10
H: -5.64 -2.03 3.22  0.13
H: -1.30 6.07 1.61  0.08
H: 1.84 -2.96 -5.76  0.11
H: -0.40 6.69 0.03  0.10
H: 0.15 -4.41 -6.61  0.12
H: 1.95 -4.67 -3.26  0.12
H: 1.74 1.79 0.64  0.10
H: 2.39 4.95 1.57  0.13
H: 4.81 1.61 -2.32  0.11

---

Molecular formula: C6H10O
Method: DFT, ωB97M-V/def2-TZVPD

Calculated values
- ΔE to the lowest compared entry with this formula, charge and spin: 86.1 kJ/mol
- Charge: 0
- SMILES: C/C=C(/C)CC=O
- Molecular weight: 98.145 g mol⁻¹
- Gap between HOMO and LUMO: 9.6302 eV

Last column: Löwdin charge in e.
Atoms and positions in Å:
O: 0.40 -2.05 1.10  0.06
C: -2.15 -0.20 0.35  -0.09
C: 0.24 0.48 -0.18  -0.33
C: 0.59 -0.78 -0.94  -0.11
C: -0.86 0.53 0.58  -0.14
C: 1.10 -1.67 0.20  -0.24
C: 1.26 1.58 -0.12  -0.06
H: 2.30 1.25 -0.27  0.07
H: 1.05 2.31 -0.91  0.08
H: -0.27 -1.26 -1.41  0.11
H: -0.88 1.24 1.40  0.11
H: -2.88 0.58 0.09  0.08
H: 1.37 -0.64 -1.70  0.11
H: -2.11 -0.91 -0.48  0.07
H: 2.19 -1.87 0.21  0.12
H: -2.54 -0.73 1.23  0.08
H: 1.20 2.13 0.83  0.08

---

Molecular formula: ClH2O2PS
Method: DFT, ωB97M-V/def2-TZVPD

Calculated values
- ΔE to the lowest compared entry with this formula, charge and spin: 191.1 kJ/mol
- Charge: 0
- SMILES: O=P(=S)Cl.O
- Molecular weight: 132.508 g mol⁻¹
- Gap between HOMO and LUMO: 9.3304 eV

Last column: Löwdin charge in e.
Atoms and positions in Å:
Cl: 2.37 1.46 -0.61  0.39
S: 1.73 -1.83 -1.31  0.19
P: 2.04 -0.33 -0.01  -0.16
O: -2.34 0.39 -0.04  0.00
O: 1.96 -0.35 1.43  -0.42
H: -2.62 -0.18 0.61  -0.01
H: -3.15 0.85 -0.07  0.02

---

Molecular formula: C2H3N3O
Method: DFT, ωB97M-V/def2-TZVPD

Calculated values
- ΔE to the lowest compared entry with this formula, charge and spin: 330.9 kJ/mol
- Charge: 0
- SMILES: N#CN(N)C=O
- Molecular weight: 85.066 g mol⁻¹
- Gap between HOMO and LUMO: 10.7945 eV

Last column: Löwdin charge in e.
Atoms and positions in Å:
O: 0.85 -1.84 -0.02  0.00
N: 2.45 0.59 0.28  0.13
N: -1.10 1.03 -0.15  0.09
N: -0.10 0.04 -0.09  -0.12
C: 1.43 0.03 0.15  -0.24
C: -0.28 -1.28 -0.17  -0.22
H: -1.27 -1.73 -0.15  0.15
H: -0.70 1.83 -0.64  0.10
H: -1.30 1.33 0.80  0.10

---

Molecular formula: C4H5N3O
Method: DFT, ωB97M-V/def2-TZVPD

Calculated values
- ΔE to the lowest compared entry with this formula, charge and spin: 398.7 kJ/mol
- Charge: 0
- SMILES: [H]/N=c1/occn1N=C
- Molecular weight: 111.104 g mol⁻¹
- Gap between HOMO and LUMO: 8.9278 eV

Last column: Löwdin charge in e.
Atoms and positions in Å:
O: -1.95 0.17 -0.46  0.03
N: 0.06 0.09 0.43  -0.09
N: 1.41 0.16 0.58  0.01
N: -0.51 -0.73 -1.94  0.13
C: 2.06 -0.78 -0.03  -0.05
C: -0.70 -0.22 -0.76  -0.43
C: -0.68 0.91 1.24  -0.07
C: -1.92 0.93 0.75  -0.06
H: 3.28 -0.59 -0.28  0.13
H: -0.28 1.41 2.15  0.14
H: 1.62 -1.68 -0.56  0.07
H: 0.48 -1.13 -2.08  0.06
H: -2.88 1.46 0.97  0.14

---

Q: Which of these has the highest molecular weight?
A: C23H42N3O2S3

---

Q: Among the records above, which one has the highest molecular weight?
A: C23H42N3O2S3

---

What did the eighth record say?
Molecular formula: C4H5N3O
Method: DFT, ωB97M-V/def2-TZVPD

Calculated values
- ΔE to the lowest compared entry with this formula, charge and spin: 398.7 kJ/mol
- Charge: 0
- SMILES: [H]/N=c1/occn1N=C
- Molecular weight: 111.104 g mol⁻¹
- Gap between HOMO and LUMO: 8.9278 eV

Last column: Löwdin charge in e.
Atoms and positions in Å:
O: -1.95 0.17 -0.46  0.03
N: 0.06 0.09 0.43  -0.09
N: 1.41 0.16 0.58  0.01
N: -0.51 -0.73 -1.94  0.13
C: 2.06 -0.78 -0.03  -0.05
C: -0.70 -0.22 -0.76  -0.43
C: -0.68 0.91 1.24  -0.07
C: -1.92 0.93 0.75  -0.06
H: 3.28 -0.59 -0.28  0.13
H: -0.28 1.41 2.15  0.14
H: 1.62 -1.68 -0.56  0.07
H: 0.48 -1.13 -2.08  0.06
H: -2.88 1.46 0.97  0.14